[1]
{
  "formula": "C34H29F6MoN3O14S2Te",
  "method": "wB97M-V/def2-TZVPD",
  "symbols": ["Mo", "O", "C", "C", "O", "C", "C", "O", "C", "O", "O", "F", "C", "F", "F", "S", "O", "O", "N", "S", "O", "O", "C", "F", "F", "F", "O", "C", "C", "C", "C", "C", "C", "C", "O", "N", "O", "O", "H", "H", "H", "H", "C", "C", "O", "N", "Te", "C", "C", "C", "C", "C", "C", "C", "C", "C", "C", "C", "C", "C", "C", "C", "C", "C", "C", "H", "H", "H", "H", "H", "H", "H", "H", "H", "H", "H", "H", "H", "H", "H", "H", "H", "H", "H", "H", "H", "H", "H", "H", "H"],
  "positions_angstrom": [[-0.090, 0.248, -0.250], [1.189, -0.327, 5.853], [0.943, -0.200, 4.685], [-0.406, 0.233, 4.085], [-1.404, 0.510, 4.703], [-0.166, 0.217, 2.639], [1.138, -0.105, 2.344], [1.473, -0.104, 1.079], [1.935, -0.376, 3.528], [3.105, -0.679, 3.627], [-0.953, 0.482, 1.649], [-2.872, -5.764, 0.359], [-2.069, -5.058, 1.156], [-2.539, -5.127, 2.401], [-0.857, -5.614, 1.129], [-2.007, -3.291, 0.635], [-1.092, -2.658, 1.535], [-3.382, -2.901, 0.607], [-1.464, -3.473, -0.854], [-0.155, -2.913, -1.447], [0.434, -1.780, -0.717], [-0.215, -2.815, -2.867], [1.164, -4.160, -1.131], [0.782, -5.356, -1.576], [2.273, -3.799, -1.791], [1.454, -4.249, 0.160], [-0.679, 2.272, -0.259], [-1.855, 2.662, -0.305], [-3.050, 1.888, -0.402], [-4.253, 2.613, -0.416], [-5.445, 1.958, -0.520], [-5.498, 0.553, -0.612], [-4.347, -0.173, -0.611], [-3.078, 0.463, -0.515], [-2.027, -0.270, -0.550], [-6.682, 2.728, -0.541], [-7.730, 2.118, -0.644], [-6.605, 3.943, -0.467], [-2.001, 3.749, -0.278], [-4.241, 3.692, -0.342], [-6.462, 0.070, -0.679], [-4.351, -1.253, -0.659], [1.659, 0.737, -3.803], [1.019, 0.703, -2.453], [-0.255, 0.464, -2.362], [1.611, 0.853, -1.306], [3.738, 0.060, -0.918], [5.305, -0.505, 0.480], [5.978, -1.699, 0.181], [5.653, -2.543, -1.027], [6.985, -2.130, 1.036], [7.317, -1.427, 2.186], [8.369, -1.944, 3.129], [6.615, -0.266, 2.473], [5.601, 0.205, 1.646], [4.855, 1.442, 2.054], [4.497, 2.003, -1.280], [5.661, 2.086, -2.059], [6.376, 0.867, -2.582], [6.184, 3.339, -2.357], [5.586, 4.505, -1.905], [6.167, 5.856, -2.225], [4.442, 4.394, -1.130], [3.878, 3.164, -0.799], [2.653, 3.186, 0.076], [1.033, 1.310, -4.487], [1.722, -0.284, -4.185], [2.657, 1.173, -3.755], [4.624, -2.906, -0.999], [6.309, -3.412, -1.064], [5.775, -1.988, -1.961], [7.512, -3.049, 0.803], [9.135, -2.508, 2.596], [7.922, -2.610, 3.871], [8.852, -1.129, 3.667], [6.837, 0.279, 3.384], [5.017, 1.649, 3.110], [3.786, 1.303, 1.908], [5.176, 2.309, 1.473], [5.721, 0.257, -3.208], [6.732, 0.235, -1.765], [7.238, 1.162, -3.180], [7.084, 3.400, -2.961], [6.977, 5.775, -2.949], [6.566, 6.330, -1.326], [5.408, 6.522, -2.636], [3.968, 5.294, -0.751], [2.754, 3.975, 0.823], [2.476, 2.244, 0.587], [1.761, 3.387, -0.518]],
  "lowdin_spin": [1.68, 0.01, 0.00, 0.00, 0.01, 0.00, 0.00, 0.09, 0.00, 0.01, 0.04, 0.00, 0.00, 0.00, 0.00, 0.00, 0.00, 0.00, 0.00, 0.01, 0.04, 0.00, 0.00, 0.00, 0.00, 0.00, 0.02, 0.02, 0.00, 0.00, 0.00, 0.00, 0.00, 0.01, 0.03, 0.00, 0.00, 0.00, 0.00, 0.00, 0.00, 0.00, 0.01, 0.05, 0.05, 0.17, 0.45, 0.12, 0.03, 0.01, 0.00, 0.01, 0.00, 0.00, 0.02, 0.01, 0.02, 0.01, 0.02, 0.00, 0.00, 0.00, 0.00, 0.00, 0.00, 0.00, 0.00, 0.00, 0.00, 0.00, 0.00, 0.00, 0.00, 0.00, 0.00, 0.00, 0.00, 0.00, 0.00, 0.01, 0.00, 0.00, 0.00, 0.00, 0.00, 0.00, 0.00, 0.00, 0.00, 0.00],
  "charge": -1,
  "orbital_gap_ev": [6.69, 6.31],
  "homo_energy_ha": [-0.1924, -0.2123],
  "e_lumo_ev": [1.46, 0.54],
  "spin_multiplicity": 4
}

---

[2]
{
  "formula": "C25H57N8O11",
  "method": "wB97M-V/def2-TZVPD",
  "symbols": ["O", "C", "O", "O", "H", "C", "C", "O", "N", "C", "H", "H", "H", "H", "H", "H", "H", "C", "C", "O", "N", "C", "H", "H", "H", "H", "H", "H", "H", "C", "C", "O", "N", "C", "H", "H", "H", "H", "H", "H", "H", "C", "C", "O", "N", "C", "H", "H", "H", "H", "H", "H", "H", "C", "C", "O", "N", "C", "H", "H", "H", "H", "H", "H", "H", "C", "C", "O", "N", "C", "H", "H", "H", "H", "H", "H", "H", "C", "C", "O", "N", "C", "H", "H", "H", "H", "H", "H", "H", "C", "C", "O", "N", "C", "H", "H", "H", "H", "H", "H", "H"],
  "positions_angstrom": [[0.522, 0.377, 1.289], [-0.775, 0.330, 1.250], [-1.361, -0.360, 0.406], [-1.440, 0.798, 2.178], [0.655, -0.040, 0.434], [3.178, 4.827, 3.624], [3.272, 4.363, 5.058], [3.562, 5.188, 5.911], [2.993, 3.025, 5.333], [3.033, 2.487, 6.650], [2.193, 4.713, 3.171], [3.993, 4.551, 2.955], [3.407, 5.892, 3.672], [2.605, 2.553, 4.529], [2.101, 1.944, 6.811], [2.945, 3.191, 7.478], [3.886, 1.826, 6.802], [-8.294, -7.098, -2.864], [-7.028, -6.352, -2.870], [-6.887, -5.502, -2.041], [-6.136, -6.664, -3.816], [-4.849, -6.025, -4.079], [-9.185, -6.478, -2.956], [-8.343, -7.528, -1.864], [-8.411, -7.808, -3.682], [-6.520, -7.306, -4.494], [-4.849, -5.338, -4.926], [-4.139, -6.829, -4.277], [-4.480, -5.402, -3.264], [-5.969, 6.717, 7.666], [-5.103, 5.511, 7.108], [-5.621, 4.777, 6.258], [-3.859, 5.257, 7.495], [-3.118, 5.948, 8.564], [-5.514, 7.172, 8.546], [-6.993, 6.379, 7.824], [-6.071, 7.489, 6.903], [-3.399, 4.462, 7.073], [-2.713, 6.916, 8.269], [-2.204, 5.392, 8.769], [-3.627, 6.032, 9.524], [-5.154, 0.803, -5.601], [-6.533, 0.515, -5.187], [-6.830, 0.369, -3.977], [-7.448, 0.417, -6.175], [-8.688, -0.311, -6.032], [-4.517, 0.534, -4.758], [-4.966, 1.861, -5.784], [-4.824, 0.237, -6.472], [-7.059, 0.410, -7.107], [-9.438, 0.386, -5.661], [-8.631, -1.186, -5.384], [-9.067, -0.644, -6.998], [12.301, -0.969, 0.547], [10.791, -1.122, 0.448], [10.340, -1.770, -0.474], [10.143, -0.634, 1.466], [8.693, -0.859, 1.633], [12.593, 0.062, 0.746], [12.655, -1.127, -0.471], [12.712, -1.746, 1.193], [10.617, -0.116, 2.192], [8.448, -1.873, 1.318], [8.157, -0.169, 0.982], [8.391, -0.617, 2.652], [-0.567, -4.828, 4.948], [-1.347, -5.598, 3.895], [-2.527, -5.233, 3.702], [-0.755, -6.569, 3.251], [-1.341, -7.317, 2.139], [-1.261, -4.346, 5.636], [-0.043, -3.972, 4.524], [0.223, -5.387, 5.450], [0.167, -6.902, 3.492], [-2.047, -6.782, 1.504], [-1.785, -8.252, 2.480], [-0.612, -7.767, 1.464], [2.929, -4.374, -3.129], [3.611, -3.233, -3.802], [3.614, -2.124, -3.275], [4.287, -3.515, -4.887], [5.249, -2.636, -5.471], [2.638, -5.165, -3.820], [2.020, -4.051, -2.622], [3.487, -4.832, -2.312], [4.408, -4.511, -5.008], [5.092, -1.568, -5.321], [5.324, -2.706, -6.556], [6.158, -2.841, -4.904], [1.607, 8.510, -5.522], [1.132, 7.355, -4.758], [-0.057, 7.329, -4.446], [2.037, 6.410, -4.398], [1.601, 5.244, -3.629], [0.882, 9.315, -5.401], [1.736, 8.305, -6.584], [2.563, 8.881, -5.151], [3.020, 6.454, -4.629], [2.301, 5.120, -2.803], [1.550, 4.346, -4.245], [0.566, 5.400, -3.323]],
  "mulliken_charge": [-0.43, 0.64, -0.74, -0.76, 0.29, -1.09, 0.67, -0.63, -0.16, -0.91, 0.33, 0.30, 0.32, 0.25, 0.36, 0.30, 0.26, -0.92, 0.64, -0.60, -0.19, -0.83, 0.27, 0.23, 0.30, 0.19, 0.28, 0.29, 0.34, -0.82, 0.51, -0.64, -0.15, -0.93, 0.31, 0.27, 0.23, 0.29, 0.31, 0.33, 0.30, -1.02, 0.63, -0.63, -0.20, -0.84, 0.32, 0.26, 0.33, 0.27, 0.26, 0.27, 0.34, -1.04, 0.64, -0.63, -0.18, -0.80, 0.36, 0.29, 0.25, 0.25, 0.27, 0.27, 0.32, -1.01, 0.69, -0.64, -0.18, -0.89, 0.28, 0.28, 0.32, 0.22, 0.30, 0.30, 0.33, -1.07, 0.75, -0.64, -0.24, -0.83, 0.33, 0.32, 0.26, 0.22, 0.32, 0.28, 0.31, -1.05, 0.75, -0.63, -0.20, -0.79, 0.29, 0.25, 0.32, 0.21, 0.28, 0.27, 0.31],
  "charge": -1,
  "orbital_gap_ev": 4.93,
  "homo_energy_ha": -0.1104,
  "e_lumo_ev": 1.93
}

---

[3]
{
  "formula": "C5H13N3",
  "method": "wB97M-V/def2-TZVPD",
  "symbols": ["C", "C", "C", "C", "N", "C", "N", "N", "H", "H", "H", "H", "H", "H", "H", "H", "H", "H", "H", "H", "H"],
  "positions_angstrom": [[-2.776, 0.780, 0.349], [-1.604, 0.005, -0.288], [-0.478, -0.249, 0.689], [0.711, -0.910, 0.010], [2.103, 1.023, 0.983], [2.656, 0.456, -0.189], [1.502, -0.080, -0.926], [-2.036, -1.208, -0.930], [-3.205, 0.265, 1.182], [-3.569, 0.847, -0.385], [-2.548, 1.763, 0.639], [3.348, -0.364, -0.046], [-0.142, 0.679, 1.155], [-0.870, -0.920, 1.539], [0.304, -1.768, -0.458], [1.459, -1.230, 0.731], [2.832, 1.360, 1.597], [3.119, 1.194, -0.841], [-1.205, 0.616, -1.127], [0.933, 0.713, -1.080], [-2.500, -1.791, -0.219]],
  "nbo_charge": [-0.59, -0.13, -0.41, -0.24, -0.58, -0.13, -0.58, -0.39, 0.20, 0.22, 0.22, 0.18, 0.26, 0.21, 0.21, 0.20, 0.32, 0.21, 0.18, 0.34, 0.30],
  "orbital_gap_ev": 3.28,
  "homo_energy_ha": -0.2571,
  "e_lumo_ev": -3.71
}

---

[4]
{
  "formula": "C5H8N",
  "method": "wB97M-V/def2-TZVPD",
  "symbols": ["C", "C", "C", "C", "C", "N", "H", "H", "H", "H", "H", "H", "H", "H"],
  "positions_angstrom": [[1.469, 0.402, -0.411], [0.414, 1.338, -0.321], [2.334, -0.537, 0.166], [0.036, -0.029, 0.285], [-1.956, -0.694, -0.299], [1.000, -0.866, -0.550], [0.647, 2.259, 0.062], [-0.328, 1.557, -1.120], [3.211, -0.711, -0.415], [2.417, -0.637, 1.195], [0.174, 0.097, 1.346], [-2.555, -0.252, 0.553], [-1.881, -1.701, -0.262], [-2.092, -0.400, -1.354]],
  "nbo_charge": [0.33, -0.42, -0.23, -0.09, -0.33, -0.22, 0.27, 0.29, 0.27, 0.24, 0.24, 0.24, 0.20, 0.22],
  "charge": 1,
  "orbital_gap_ev": 9.42,
  "homo_energy_ha": -0.5487,
  "e_lumo_ev": -5.51
}

---

[5]
{
  "formula": "C3H5O2",
  "method": "wB97M-V/def2-TZVPD",
  "symbols": ["C", "C", "C", "O", "O", "H", "H", "H", "H", "H"],
  "positions_angstrom": [[1.889, -0.973, -0.293], [-1.213, -0.271, 0.161], [-1.297, 1.097, 0.122], [-1.086, -1.375, 0.254], [1.272, 0.065, -0.146], [2.912, -1.107, -0.420], [1.368, -1.950, 0.010], [-1.455, 1.580, 1.104], [-2.111, 1.582, -0.630], [-0.278, 1.351, -0.162]],
  "nbo_charge": [0.34, 0.99, -0.88, -0.24, -0.58, 0.16, 0.11, 0.36, 0.37, 0.37],
  "charge": 1,
  "orbital_gap_ev": 9.76,
  "homo_energy_ha": -0.5545,
  "e_lumo_ev": -5.33
}

---

[6]
{
  "formula": "C22H27N5",
  "method": "wB97M-V/def2-TZVPD",
  "symbols": ["C", "C", "C", "C", "C", "N", "N", "N", "N", "C", "C", "C", "C", "C", "C", "C", "C", "N", "C", "C", "C", "C", "C", "C", "C", "C", "C", "H", "H", "H", "H", "H", "H", "H", "H", "H", "H", "H", "H", "H", "H", "H", "H", "H", "H", "H", "H", "H", "H", "H", "H", "H", "H", "H"],
  "positions_angstrom": [[-0.327, -3.279, 2.214], [-0.910, -2.093, 1.452], [-1.711, -2.476, 0.200], [-0.793, -3.017, -0.899], [-2.804, -3.495, 0.530], [-2.381, -1.300, -0.360], [-3.447, -1.509, -1.141], [-3.838, -0.396, -1.593], [-3.070, 0.586, -1.157], [-2.148, 0.044, -0.391], [-1.083, 0.820, 0.311], [-1.328, 2.318, 0.271], [-1.633, 3.006, -0.897], [-1.774, 4.383, -0.880], [-1.609, 5.093, 0.296], [-1.307, 4.416, 1.464], [-1.167, 3.040, 1.449], [0.236, 0.419, -0.199], [0.471, 0.749, -1.594], [1.665, -0.051, -2.108], [2.837, 0.040, -1.175], [4.104, -0.347, -1.598], [5.186, -0.286, -0.741], [5.011, 0.163, 0.557], [3.755, 0.546, 0.986], [2.662, 0.487, 0.130], [1.315, 0.946, 0.616], [0.305, -3.886, 1.573], [-1.105, -3.907, 2.638], [0.287, -2.909, 3.033], [-1.566, -1.540, 2.130], [-0.088, -1.448, 1.144], [0.001, -2.302, -1.100], [-0.349, -3.960, -0.595], [-1.365, -3.183, -1.810], [-2.356, -4.440, 0.822], [-3.432, -3.660, -0.341], [-3.430, -3.133, 1.342], [-1.099, 0.524, 1.367], [-1.793, 2.468, -1.815], [-2.018, 4.903, -1.795], [-1.719, 6.167, 0.304], [-1.181, 4.958, 2.391], [-0.934, 2.521, 2.369], [-0.419, 0.495, -2.174], [0.672, 1.825, -1.724], [1.946, 0.310, -3.100], [1.386, -1.104, -2.215], [4.235, -0.696, -2.612], [6.165, -0.587, -1.084], [5.851, 0.214, 1.233], [3.613, 0.899, 1.999], [1.169, 0.611, 1.649], [1.310, 2.053, 0.625]],
  "nbo_charge": [-0.61, -0.41, 0.14, -0.62, -0.62, -0.20, -0.07, -0.06, -0.32, 0.34, -0.11, -0.06, -0.13, -0.23, -0.21, -0.22, -0.20, -0.44, -0.23, -0.43, 0.06, -0.22, -0.21, -0.21, -0.19, -0.06, -0.25, 0.21, 0.21, 0.22, 0.20, 0.23, 0.22, 0.21, 0.22, 0.21, 0.25, 0.21, 0.23, 0.22, 0.21, 0.21, 0.21, 0.20, 0.21, 0.18, 0.22, 0.21, 0.21, 0.21, 0.21, 0.21, 0.20, 0.19],
  "orbital_gap_ev": 9.61,
  "smiles": "CCC(C)(C)n1nnnc1[C@H](c1ccccc1)N1CCc2ccccc2C1",
  "homo_energy_ha": -0.3309,
  "e_lumo_ev": 0.60
}

---

Q: Which formula does entry 6 have?
A: C22H27N5